Record 1
Computed, not measured: a structure of composition C25H20I2MgN5O4, with ωB97M-V/def2-TZVPD.

```
! wB97M-V def2-TZVPD RIJCOSX def2/J DEFGRID3
* xyz -1 1
Mg 0.1289 0.1096 -0.9472
O 0.2382 -2.3345 2.8256
C -1.0107 -2.8220 2.7704
C -1.4168 -3.7394 3.7387
C -2.6949 -4.2597 3.7151
C -3.5875 -3.8884 2.7191
C -3.1949 -2.9825 1.7533
C -1.9159 -2.4349 1.7642
C -1.4894 -1.4248 0.7724
O -0.2574 -1.1653 0.6452
N -2.4582 -0.7900 0.1237
N -1.9321 0.1317 -0.6666
C -2.6448 1.0026 -1.2742
C -1.9176 2.0091 -1.9872
C -2.4873 3.2369 -2.3571
C -1.6792 4.2159 -2.8934
C -0.3329 3.9383 -3.0969
C 0.1305 2.6790 -2.7475
N -0.6263 1.7514 -2.2123
H 0.3343 -1.7838 1.9923
H -0.6991 -4.0290 4.4925
H -2.9983 -4.9725 4.4727
H -4.5832 -4.3096 2.7026
H -3.8622 -2.6904 0.9600
H -3.7326 1.0595 -1.2057
H -3.5346 3.4190 -2.1674
H -2.0817 5.1900 -3.1317
H 0.3418 4.6813 -3.4890
H 1.1662 2.4010 -2.8791
I -1.3986 3.6856 2.3569
C 0.3683 2.5381 2.4862
C 1.1831 2.5697 3.5949
C 2.3267 1.8025 3.6197
I 3.5639 1.9380 5.3517
C 2.6893 0.9837 2.5411
C 3.8351 0.1683 2.4623
C 4.0559 -0.5896 1.3438
C 3.1321 -0.5402 0.2897
N 2.0697 0.2182 0.3274
C 1.8302 0.9658 1.4012
C 0.6307 1.7691 1.3398
O -0.1112 1.7881 0.3338
H 0.9285 3.2003 4.4349
H 4.5294 0.1506 3.2909
H 4.9300 -1.2190 1.2700
H 3.2720 -1.1283 -0.6063
N 2.4706 -0.5028 -4.6613
C 1.6479 -0.3671 -3.5797
O 2.0214 0.2413 -2.5974
C 0.2967 -0.9838 -3.7315
C -0.1916 -1.4784 -2.3772
H 3.4183 -0.1666 -4.6132
H 2.2261 -1.1067 -5.4249
H 0.3366 -1.7635 -4.5163
H -0.3680 -0.1911 -4.0875
H 0.3445 -2.4069 -2.1436
H -1.2381 -1.7756 -2.4954
*
```

Output
Molecular weight in g mol⁻¹: 732.58
E in eV: -63541.5929
ΔE to the lowest compared entry with this formula, charge and spin in kJ/mol: 56.0

Record 2
Computed, not measured: a structure of composition C25H20IN3O10PbSSeTe, with ωB97M-V/def2-TZVPD.

```
! wB97M-V def2-TZVPD RIJCOSX def2/J DEFGRID3
* xyz 0 1
Pb -0.7085 0.0846 -0.8097
C 1.3181 4.1909 -2.7339
C 1.2203 4.3125 -1.2423
N 1.7042 5.3735 -0.6545
C 1.6506 5.4590 0.7004
C 1.0224 4.5420 1.4892
C 1.1238 4.6832 2.9889
O 1.8845 3.6373 3.5977
C 0.4156 3.4155 0.8639
C -0.3810 2.5236 1.6600
N -0.9239 1.4083 1.3156
C -1.6070 0.6743 2.3235
C -1.0311 0.4472 3.5700
C -1.6439 -0.3810 4.4958
C -2.8559 -0.9843 4.1986
C -3.4625 -0.7491 2.9734
C -2.8348 0.0747 2.0596
I -3.7392 0.4251 0.2034
C 0.6237 3.2200 -0.5137
O 0.3262 2.1497 -1.1659
H 1.6185 5.1478 -3.1539
H 0.3638 3.8739 -3.1572
H 2.0589 3.4325 -3.0031
H 2.1470 6.3181 1.1378
H 0.1393 4.7752 3.4591
H 1.6755 5.5939 3.2084
H 1.3603 2.8313 3.6493
H -0.6074 2.8790 2.6702
H -0.0655 0.8903 3.7827
H -1.1609 -0.5737 5.4459
H -3.3299 -1.6421 4.9149
H -4.4004 -1.2243 2.7226
O 2.2556 0.7085 -4.3926
C 1.5094 0.1190 -3.4481
O 0.3233 0.2936 -3.3397
C 2.3016 -0.8151 -2.5869
C 3.3848 -1.4901 -3.1156
C 3.9699 -2.4877 -2.3506
C 3.4667 -2.7425 -1.0933
C 2.4319 -1.9472 -0.6181
N 1.8464 -1.0101 -1.3493
C 1.9415 -2.1341 0.8249
O 3.0554 -2.4773 1.5769
O 1.3291 -0.9559 1.3175
H 1.6672 1.2754 -4.9145
H 3.7407 -1.2503 -4.1064
H 4.8049 -3.0572 -2.7376
H 3.8657 -3.5222 -0.4631
H 2.7293 -2.9146 2.3753
Te 2.5161 0.6504 1.5169
C 3.1685 0.1484 3.4334
C 2.5253 -0.5600 4.4060
C 3.3032 -0.6846 5.5952
C 4.5084 -0.0613 5.4974
S 4.7214 0.6500 3.9576
H 1.5466 -1.0030 4.2717
H 2.9643 -1.2018 6.4824
H 5.2890 0.0100 6.2396
O -0.0303 -3.2181 -1.4936
Se -0.5012 -3.3341 0.0462
O -1.0639 -4.7295 0.5827
O -1.3689 -2.0182 0.4998
O 1.0408 -3.1951 0.9865
*
```

Output
Molecular weight in g mol⁻¹: 1095.18
E in eV: -148015.8196
ΔE to the lowest compared entry with this formula, charge and spin in kJ/mol: 65.1